85
Properties=species:S:1:pos:R:3:forces:R:3 method="wB97M-V/def2-TZVPD" energy_ha=-3062.71455 charge=+3 spin_multiplicity=1 e_above_lowest_ev=0.0000 orbital_gap_ev="5.014 / 4.998" homo_energy_ha="-0.57897 / -0.57897"
Ce 0.397 -0.544 0.064 -0.577 -0.792 0.376
C -2.151 1.506 3.353 0.309 0.019 0.057
Sb -0.483 2.011 2.075 -0.195 -0.722 -0.055
C 1.049 2.277 3.531 -0.668 0.386 0.473
C -1.004 3.965 1.359 -0.527 -0.126 -0.169
C -2.445 4.017 0.895 0.304 -0.086 0.767
C -3.417 4.191 1.882 -0.134 0.298 0.084
C -4.759 4.305 1.530 0.213 -0.192 0.627
C -5.124 4.270 0.200 -0.009 -0.197 0.618
C -4.162 4.074 -0.762 -0.752 0.368 -0.241
C -2.836 3.926 -0.442 1.280 0.243 -0.333
C -1.844 3.652 -1.562 -1.442 -0.747 -0.179
Sb -1.707 1.494 -1.563 0.279 -0.269 -0.208
C -3.754 0.914 -1.605 0.205 0.643 -0.183
C -1.185 1.026 -3.589 0.491 -0.206 0.398
H -2.130 2.217 4.190 -0.099 -0.130 -0.261
H -2.035 0.497 3.759 0.144 0.134 -0.151
H -3.099 1.563 2.817 0.161 0.121 0.007
H 1.123 3.344 3.741 0.112 -0.006 -0.060
H 2.017 1.883 3.274 0.243 -0.173 -0.211
H 0.661 1.804 4.438 0.206 -0.056 -0.091
H -0.320 4.220 0.565 0.345 0.140 -0.088
H -0.853 4.642 2.199 0.078 0.005 -0.030
H -3.098 4.305 2.929 -0.267 -0.111 -0.520
H -5.523 4.400 2.292 0.114 0.160 0.008
H -6.162 4.369 -0.038 -0.343 0.111 -0.349
H -4.488 4.117 -1.779 0.066 -0.179 -0.625
H -0.864 4.052 -1.456 0.644 0.492 0.120
H -2.269 3.915 -2.554 0.339 -0.090 0.620
H -4.136 1.368 -2.527 -0.118 -0.187 0.222
H -4.317 1.281 -0.744 0.194 -0.147 -0.144
H -3.767 -0.161 -1.683 -0.202 -0.358 0.013
H -1.796 1.614 -4.252 -0.312 0.124 -0.280
H -1.331 -0.040 -3.752 -0.167 0.028 -0.066
H -0.136 1.249 -3.792 -0.075 0.073 0.081
O 1.753 -1.053 1.863 0.506 0.529 -0.884
C 1.688 -1.693 2.931 -0.502 -0.576 1.105
C 0.493 -2.281 3.437 0.466 0.164 0.496
C 0.544 -2.948 4.699 1.647 0.704 -0.566
C -0.517 -3.622 5.141 -1.166 -0.682 0.796
C -1.723 -3.582 4.438 -0.385 0.054 -0.659
C -1.827 -2.906 3.220 -0.145 0.224 -0.077
C -0.708 -2.232 2.692 -0.085 -0.925 0.616
O -0.711 -1.648 1.502 -0.359 0.394 -0.482
N -0.407 -4.432 6.420 -0.765 -0.120 -0.218
O -1.362 -5.139 6.668 0.308 0.356 -0.220
O 0.599 -4.331 7.075 0.107 0.267 -0.340
H 2.594 -1.841 3.544 -0.082 0.239 -0.331
H 1.433 -2.947 5.335 -0.029 0.024 -0.396
H -2.590 -4.099 4.831 0.073 -0.061 0.049
H -2.775 -2.895 2.661 0.523 -0.023 0.381
C -2.120 -3.767 -1.300 -0.406 -0.122 -0.115
C -1.153 -2.934 -2.045 0.172 -0.520 -0.247
N -0.842 -3.274 -3.275 0.351 0.308 -0.388
O -0.638 -1.918 -1.506 0.508 1.049 0.363
H -2.237 -4.752 -1.768 -0.140 0.287 0.251
H -3.077 -3.217 -1.319 0.222 -0.377 0.114
H -1.783 -3.862 -0.270 -0.111 -0.041 0.013
H -1.187 -4.107 -3.717 -0.305 -0.234 0.108
H -0.206 -2.727 -3.842 0.026 0.141 0.262
C 4.421 -0.247 -5.338 -0.377 -0.180 -0.165
C 4.638 -1.026 -4.078 0.516 -0.377 -0.095
O 3.785 -0.597 -2.951 -0.360 -0.031 -0.030
P 2.287 -1.013 -2.664 0.515 -0.253 0.746
O 1.893 0.313 -1.592 0.128 0.175 -0.376
C 2.254 1.682 -2.002 0.245 -0.525 -1.126
C 3.356 2.213 -1.156 -0.158 0.187 1.147
O 2.391 -1.994 -1.317 -0.096 0.358 0.265
C 3.719 -2.216 -0.649 -0.054 -0.599 -0.794
C 4.358 -3.422 -1.295 0.395 0.522 0.613
H 5.243 -0.398 -6.035 0.211 0.006 0.167
H 4.297 0.813 -5.166 0.120 0.296 0.109
H 3.552 -0.627 -5.846 -0.564 0.027 -0.296
H 5.629 -0.866 -3.694 0.369 0.087 0.249
H 4.543 -2.106 -4.255 -0.260 0.274 0.191
H 1.338 2.258 -1.937 -0.115 0.271 -0.073
H 2.586 1.604 -3.058 -0.375 0.257 0.491
H 3.044 2.255 -0.105 -0.098 0.113 -0.021
H 3.619 3.228 -1.439 0.062 0.058 -0.183
H 4.234 1.588 -1.153 0.333 -0.199 -0.393
H 3.559 -2.411 0.400 -0.478 0.134 0.252
H 4.327 -1.325 -0.760 -0.049 0.127 -0.018
H 3.833 -4.330 -1.126 -0.847 -0.676 0.204
H 5.326 -3.591 -0.846 0.471 0.135 0.037
H 4.479 -3.304 -2.348 0.196 0.182 -0.759